1.
Formula: C3H11NO3
Source: the Open Molecules 2025 dataset
Level of theory: ωB97M-V/def2-TZVPD

2S+1: 2
Total charge: -1
Frontier orbital gap (alpha / beta) in eV: 3.8 / 5.9
Electronic energy in hartree: -401.301008
Highest occupied orbital energy (alpha / beta) in eV: -0.567 / -2.720

Each line ends with the Löwdin spin population.
Element x y z (Å)
C (-0.039, 1.327, 0.542)  0.12
C (-0.173, 2.612, 1.049)  0.21
C (-0.967, 1.681, -1.567)  0.38
N (-0.534, 0.844, -0.640)  0.14
H (0.647, 0.602, 0.973)  0.00
H (-0.315, 3.467, 0.395)  0.03
H (-0.192, 2.754, 2.130)  0.02
H (-0.807, 2.764, -1.516)  0.05
H (-1.205, 1.344, -2.564)  0.04
H (0.413, -2.133, -2.905)  0.00
H (0.343, -0.760, -2.222)  0.00
O (0.474, -1.185, -3.091)  0.00
H (1.305, -2.384, 1.121)  0.00
H (1.450, -2.131, -0.399)  0.00
O (1.007, -2.680, 0.253)  0.00
H (-0.843, -1.988, 2.101)  0.00
H (-0.379, -2.332, 3.559)  0.00
O (-0.187, -1.801, 2.781)  0.00



2.
Formula: C15H24N2O4
Source: the Open Molecules 2025 dataset
Level of theory: ωB97M-V/def2-TZVPD

2S+1: 1
Total charge: 0
Frontier orbital gap in eV: 8.0
Electronic energy in hartree: -995.938470
Highest occupied orbital energy in eV: -7.860

Each line ends with the Löwdin charge.
Element x y z (Å)
C (-0.228, 3.319, -4.355)  -0.01
C (0.227, 1.799, -4.581)  -0.33
H (-0.250, 1.284, -5.382)  0.11
H (1.285, 1.843, -4.939)  0.13
O (-0.123, 0.894, -3.652)  -0.02
C (0.955, 1.138, -2.677)  -0.20
O (1.928, 1.977, -2.718)  0.05
C (0.753, 0.046, -1.580)  -0.21
N (1.650, 0.067, -0.566)  0.09
C (1.173, -0.763, 0.479)  -0.19
C (0.243, -1.352, -0.015)  -0.10
C (-0.171, -0.842, -1.361)  -0.03
C (-1.640, -1.128, -2.142)  0.10
H (-2.126, -0.310, -1.918)  0.02
H (-1.191, -1.167, -3.207)  0.12
H (-1.844, -1.893, -1.862)  -0.10
C (-0.941, -2.233, 0.808)  -0.13
H (-0.208, -2.637, 1.561)  0.10
H (-1.062, -3.241, 0.207)  0.16
C (-1.950, -1.504, 1.395)  -0.47
N (-1.657, -0.477, 2.018)  -0.13
C (-1.039, -0.511, 3.412)  -0.14
C (-2.150, -0.964, 4.514)  -0.08
H (-2.825, 0.035, 4.666)  0.10
H (-1.689, -1.510, 5.354)  0.05
H (-2.881, -1.871, 4.238)  0.09
H (-0.659, -1.453, 3.388)  0.05
H (-0.485, 0.127, 3.822)  0.03
C (-2.566, 0.831, 1.914)  -0.20
C (-1.988, 2.081, 2.446)  -0.09
H (-1.767, 1.994, 3.476)  0.06
H (-1.018, 2.038, 1.863)  0.11
H (-2.556, 2.837, 2.107)  0.04
H (-2.927, 0.791, 0.838)  0.12
H (-3.577, 0.562, 2.449)  0.13
H (-2.379, -2.365, 2.072)  0.15
H (-2.718, -1.483, 0.510)  0.17
C (2.073, -0.766, 1.759)  -0.32
O (1.822, -1.824, 2.496)  0.01
O (3.237, -0.087, 1.688)  0.08
H (3.504, -0.242, 2.680)  0.19
H (2.612, 0.955, -0.466)  0.31
H (-1.293, 3.304, -4.213)  0.06
H (0.235, 3.788, -3.690)  -0.04
H (-0.074, 3.825, -5.446)  0.14